a.
# C5H11N3O2S

C5H11N3O2S in the gas phase (ωB97M-V with the def2-TZVPD basis set, the OMol25 dataset).

```
22
Properties=species:S:1:pos:R:3
C 2.614 -1.734 0.604
C 2.067 -0.571 0.874
N 0.692 -0.452 1.548
N 0.138 -1.624 1.840
C -1.043 -1.793 2.257
S -0.038 1.036 1.238
O -1.350 1.035 1.811
O 0.881 2.058 1.611
N -0.090 0.994 -0.446
C -1.028 0.012 -0.936
C -0.249 2.308 -1.034
H 3.580 -1.786 0.140
H 2.115 -2.656 0.846
H 2.457 0.410 0.687
H -1.306 -2.819 2.466
H -1.778 -1.014 2.409
H -0.822 -0.938 -0.449
H -2.066 0.302 -0.730
H -0.889 -0.106 -2.010
H 0.346 3.002 -0.445
H 0.121 2.285 -2.060
H -1.296 2.635 -1.029
```

SMILES string: C=CN(N=C)S(=O)(=O)N(C)C
Multiplicity: 1
Molar mass, g/mol: 177.2
HOMO, eV: -9.15
LUMO level, eV: 0.8790

***

b.
# C5H11N3O2S

C5H11N3O2S in the gas phase (ωB97M-V with the def2-TZVPD basis set, the OMol25 dataset).

```
22
Properties=species:S:1:pos:R:3
C -1.192 2.270 0.070
N -1.305 0.830 0.132
C -2.437 -0.004 -0.367
C -1.932 -1.464 -0.131
N -0.503 -1.293 0.263
C -0.256 -0.033 0.318
O 0.966 0.591 0.643
S 2.374 0.109 0.011
C 2.103 -1.617 -0.006
N 3.533 0.343 0.950
O 2.511 0.671 -1.339
H -1.762 2.616 0.872
H -0.139 2.427 0.233
H -1.313 2.759 -0.929
H -2.550 0.255 -1.471
H -3.452 -0.033 0.063
H -2.480 -1.784 0.735
H -2.009 -2.073 -1.098
H 1.001 -1.889 0.331
H 2.175 -1.899 -1.051
H 2.718 -2.089 0.797
H 3.948 1.307 0.973
```

SMILES string: CN1CCN=C1O[S@](C)(=N)=O
Multiplicity: 1
Molar mass, g/mol: 177.2
HOMO, eV: -8.97
LUMO level, eV: 0.7065

***

Winner for stability: a

***

a.
# C3H10N4

A molecular structure, C3H10N4 (ωB97M-V with the def2-TZVPD basis set, the OMol25 dataset).

```
17
Properties=species:S:1:pos:R:3
C -1.670 0.557 -0.698
N 1.020 0.597 -0.442
C -0.562 -0.410 -0.347
N 2.129 -0.289 -0.720
N -0.306 -1.529 -0.942
H 0.948 1.251 -1.217
H 2.475 -0.596 0.187
H 1.668 -1.114 -1.131
H -1.011 -1.792 -1.625
H -1.748 0.680 -1.780
H -1.495 1.528 -0.235
H -2.618 0.168 -0.322
C 0.076 0.054 2.471
N 0.885 0.896 2.406
H 1.191 1.070 0.476
H -0.488 -0.647 3.057
H -0.493 -0.424 0.864
```

Multiplicity: 1
Molar mass, g/mol: 102.1
HOMO (alpha / beta), eV: -7.60 / -7.60
LUMO level (alpha / beta), eV: 0.7035 / 0.7037

***

b.
# C3H10N4

3 unconnected molecules or ions with the total composition C3H10N4 (ωB97M-V with the def2-TZVPD basis set, the OMol25 dataset).

```
17
Properties=species:S:1:pos:R:3
C 0.615 -1.770 -0.299
C -0.835 -0.696 1.237
N 0.438 -0.863 0.816
H 0.768 -2.766 0.126
H 1.531 -1.519 -0.835
H -0.217 -1.757 -1.012
H -0.912 -0.563 2.314
H -1.585 -1.389 0.845
C -0.239 1.517 -0.709
N -1.096 1.868 0.291
N 1.002 1.023 -0.173
N -0.653 1.150 -1.866
H -0.615 2.164 1.135
H -1.357 0.597 0.758
H 1.357 1.509 0.640
H 1.726 0.773 -0.835
H 0.073 0.721 -2.433
```

Multiplicity: 1
Molar mass, g/mol: 102.1
HOMO (alpha / beta), eV: -8.40 / -8.39
LUMO level (alpha / beta), eV: -0.2519 / -0.2536

***

Winner for stability: b